Density functional theory data (ωB97M-V/def2-TZVPD) for a molecular structure, CHO4PS at a distorted geometry.

Each line ends with the natural charge from an NBO analysis.
Positions of all 8 atoms, in Å:
C1 -0.195 -0.118 0.661  -0.81
O1 2.135 -0.241 -0.847  -1.23
O2 -0.121 0.630 -1.645  -1.19
O3 1.400 2.069 -0.130  -1.23
O4 -2.134 -1.881 1.015  -1.06
P1 1.012 0.709 -0.627  2.39
S1 -0.699 -1.687 0.586  0.94
H1 -1.396 0.519 0.987  0.19

Properties
Charge ... -2
Multiplicity ... 1
Maximum force ... 0.085 hartree/bohr
Kohn-Sham gap ... 5.977 eV
Relative energy (zero: lowest compared OMol25 entry of this formula, charge and spin) ... 300.1 kJ/mol

***

Density functional theory data (ωB97M-V/def2-TZVPD) for a molecular structure, C34H28BrCl2FN3O3S2Ti.

Each line ends with the Löwdin charge.
Positions of all 75 atoms, in Å:
Ti1 0.859 -0.493 -0.004  0.84
O1 -3.034 -1.965 -5.008  0.11
C1 -2.225 -1.626 -3.996  -0.29
C2 -0.866 -1.362 -4.147  0.04
C3 -0.134 -1.046 -3.029  -0.13
N1 -0.644 -0.964 -1.785  -0.02
C4 -1.951 -1.200 -1.681  -0.67
Br1 -2.754 -1.064 0.023  0.92
C5 -2.782 -1.533 -2.728  -0.02
H1 -2.546 -2.010 -5.839  0.13
H2 -0.377 -1.424 -5.110  0.13
H3 0.927 -0.862 -3.118  0.08
H4 -3.834 -1.720 -2.572  0.12
O2 -0.267 0.913 0.343  -0.24
C6 -0.867 1.945 -0.252  -0.31
C7 -2.049 2.460 0.279  -0.01
C8 -2.676 3.524 -0.339  -0.05
C9 -2.136 4.091 -1.491  -0.07
C10 -0.961 3.589 -2.012  -0.02
C11 -0.306 2.516 -1.401  -0.08
C12 0.956 1.998 -1.910  -0.24
N2 1.582 0.891 -1.522  -0.01
C13 2.743 0.798 -2.267  -0.13
C14 2.817 1.855 -3.108  -0.04
N3 1.686 2.603 -2.871  0.14
H5 -2.456 2.001 1.171  0.10
H6 -3.596 3.915 0.073  0.11
H7 -2.634 4.918 -1.978  0.11
H8 -0.562 4.033 -2.916  0.11
H9 3.415 -0.035 -2.151  0.09
H10 3.555 2.140 -3.836  0.12
H11 1.462 3.482 -3.305  0.16
Cl1 -0.512 -3.979 0.008  0.71
C15 0.146 -4.148 -1.591  -0.65
C16 -0.496 -5.023 -2.451  -0.10
C17 0.000 -5.211 -3.730  -0.07
C18 1.126 -4.518 -4.140  -0.11
C19 1.739 -3.633 -3.270  -0.68
Cl2 3.107 -2.747 -3.871  0.69
C20 1.275 -3.413 -1.966  -0.68
S1 2.128 -2.332 -0.870  0.69
H12 -1.367 -5.562 -2.105  0.11
H13 -0.484 -5.907 -4.401  0.11
H14 1.536 -4.655 -5.131  0.11
F1 2.024 3.499 5.198  0.06
C21 2.215 2.662 4.160  -0.30
C22 2.635 1.371 4.407  -0.01
C23 2.804 0.514 3.328  -0.06
C24 2.565 0.929 2.016  -0.30
C25 2.727 -0.031 0.882  -0.22
C26 2.165 2.252 1.816  -0.04
C27 1.985 3.124 2.878  0.00
H15 2.830 1.055 5.423  0.13
H16 3.145 -0.500 3.504  0.12
H17 3.078 -0.995 1.259  0.05
H18 3.437 0.322 0.138  0.06
H19 1.980 2.606 0.808  0.11
H20 1.674 4.148 2.725  0.13
C28 0.226 -2.123 4.186  -0.18
S2 -0.708 -1.736 2.716  0.97
O3 0.405 -1.314 1.756  -0.64
C29 -1.508 -0.248 3.259  -0.41
C30 -2.873 -0.315 3.501  -0.10
C31 -3.527 0.821 3.958  -0.06
C32 -2.815 1.997 4.150  -0.06
C33 -1.451 2.050 3.885  -0.04
C34 -0.785 0.924 3.432  -0.06
H21 0.843 -1.264 4.444  0.06
H22 0.834 -2.997 3.961  0.07
H23 -0.485 -2.347 4.981  0.08
H24 -3.416 -1.239 3.341  0.11
H25 -4.589 0.786 4.159  0.11
H26 -3.327 2.881 4.506  0.11
H27 -0.902 2.972 4.027  0.11
H28 0.271 0.959 3.199  0.08

Properties
Charge ... +1
Multiplicity ... 1
Maximum force ... 0.006 hartree/bohr
Kohn-Sham gap ... 7.865 eV
Relative energy (zero: lowest compared OMol25 entry of this formula, charge and spin) ... 0.0 kJ/mol

***

Density functional theory data (ωB97M-V/def2-TZVPD) for a single C4H8S molecule at a distorted geometry.

Each line ends with the natural charge from an NBO analysis.
Positions of all 13 atoms, in Å:
C1 0.872 2.408 0.495  -0.42
C2 0.497 1.402 -0.441  -0.23
C3 0.680 -0.058 -0.372  -0.51
S1 -1.209 -0.395 0.140  0.11
C4 -1.261 -2.287 0.093  -0.76
H1 0.585 3.559 0.290  0.21
H2 1.612 2.394 1.316  0.21
H3 0.103 1.577 -1.538  0.22
H4 1.375 -0.278 0.550  0.22
H5 0.903 -0.700 -1.337  0.24
H6 -1.226 -2.634 -0.965  0.24
H7 -2.308 -2.475 0.817  0.23
H8 -0.621 -2.513 0.953  0.24

Properties
Charge ... 0
Multiplicity ... 1
Maximum force ... 0.094 hartree/bohr
Kohn-Sham gap ... 9.703 eV
Relative energy (zero: lowest compared OMol25 entry of this formula, charge and spin) ... 282.4 kJ/mol

***

Density functional theory data (ωB97M-V/def2-TZVPD) for a molecular structure, C3H3Cl2N3 at a distorted geometry.

Each line ends with the natural charge from an NBO analysis.
Positions of all 11 atoms, in Å:
C1 -0.408 -0.525 -0.154  0.44
C2 0.939 0.219 0.132  -0.26
C3 0.955 1.590 0.000  0.23
H1 -1.560 1.134 0.440  0.43
H2 -2.296 -0.513 -0.364  0.44
H3 0.426 -2.168 -0.433  0.34
N1 -1.530 0.067 0.071  -0.81
N2 -0.450 -1.750 -0.559  -0.73
N3 0.437 2.652 -0.269  -0.22
Cl1 1.131 -0.285 1.784  0.06
Cl2 2.355 -0.422 -0.648  0.08

Properties
Charge ... 0
Multiplicity ... 1
Maximum force ... 0.191 hartree/bohr
Kohn-Sham gap ... 9.459 eV
Relative energy (zero: lowest compared OMol25 entry of this formula, charge and spin) ... 207.4 kJ/mol

***

Density functional theory data (ωB97M-V/def2-TZVPD) for a molecular structure, C19H54B4Mg2O9S4 at a distorted geometry.

Each line ends with the Löwdin charge.
Positions of all 92 atoms, in Å:
Mg1 20.885 -10.726 -12.946  0.28
Mg2 18.389 -11.460 -9.377  0.50
B1 20.028 -11.167 -10.928  -0.40
H1 20.483 -12.103 -11.476  0.00
H2 18.897 -10.995 -11.226  0.02
H3 20.114 -11.204 -9.762  -0.01
H4 20.608 -10.219 -11.286  0.01
B2 19.423 -11.468 -14.296  -0.36
H5 18.513 -11.906 -14.947  0.02
H6 19.721 -12.241 -13.462  -0.02
H7 20.417 -11.359 -14.932  -0.01
H8 19.224 -10.394 -13.855  0.00
B3 22.831 -11.413 -12.962  -0.35
H9 23.974 -11.766 -12.877  0.01
H10 22.608 -10.990 -14.045  -0.02
H11 22.088 -12.320 -12.848  -0.01
H12 22.577 -10.570 -12.176  -0.01
B4 18.270 -9.460 -8.567  -0.35
H13 18.961 -10.244 -8.004  -0.03
H14 18.434 -9.593 -9.732  -0.03
H15 17.114 -9.691 -8.266  0.01
H16 18.614 -8.350 -8.259  0.00
C1 22.256 -7.943 -10.169  -0.01
C2 22.850 -7.311 -8.922  -0.50
O1 24.036 -7.114 -8.827  0.06
C3 21.838 -6.954 -7.854  -0.02
H17 22.706 -7.536 -11.069  0.07
H18 21.173 -7.807 -10.207  0.09
H19 22.390 -9.023 -10.063  0.08
H20 21.314 -6.039 -8.131  0.09
H21 22.354 -6.782 -6.910  0.08
H22 21.132 -7.780 -7.753  0.07
C4 15.258 -11.115 -13.777  -0.21
C5 15.431 -9.715 -13.184  -0.21
C6 15.001 -9.817 -11.736  -0.19
S1 15.516 -11.461 -11.222  0.74
O2 14.380 -12.177 -10.718  -0.28
O3 16.715 -11.393 -10.421  -0.37
C7 15.993 -12.050 -12.834  -0.21
H23 15.531 -11.182 -14.827  0.12
H24 14.198 -11.400 -13.747  0.12
H25 14.761 -9.015 -13.691  0.12
H26 16.428 -9.322 -13.381  0.12
H27 13.927 -9.711 -11.606  0.11
H28 15.472 -9.104 -11.056  0.11
H29 15.735 -13.101 -12.926  0.11
H30 17.076 -11.960 -12.951  0.08
C8 20.377 -16.348 -11.343  -0.19
C9 19.788 -16.764 -9.996  -0.21
C10 18.414 -16.126 -9.906  -0.20
S2 18.493 -14.603 -10.853  0.74
O4 18.464 -13.454 -9.971  -0.36
O5 17.568 -14.683 -11.941  -0.27
C11 20.176 -14.843 -11.392  -0.21
H31 19.741 -16.748 -12.142  0.12
H32 21.413 -16.606 -11.540  0.12
H33 20.470 -16.480 -9.193  0.10
H34 19.726 -17.851 -9.901  0.12
H35 18.108 -15.858 -8.892  0.11
H36 17.590 -16.737 -10.270  0.11
H37 20.751 -14.308 -10.629  0.11
H38 20.380 -14.316 -12.323  0.11
C12 22.644 -11.181 -6.539  -0.19
C13 21.429 -11.279 -5.616  -0.21
C14 20.993 -12.726 -5.674  -0.22
S3 20.931 -13.044 -7.421  0.71
O6 19.720 -12.439 -7.913  -0.36
O7 21.299 -14.376 -7.800  -0.30
C15 22.302 -11.942 -7.810  -0.18
H39 23.482 -11.647 -6.017  0.12
H40 22.938 -10.152 -6.740  0.12
H41 20.609 -10.634 -5.945  0.12
H42 21.639 -10.986 -4.587  0.12
H43 20.111 -13.024 -5.112  0.12
H44 21.791 -13.390 -5.320  0.12
H45 21.981 -11.292 -8.626  0.10
H46 23.102 -12.555 -8.218  0.11
C16 23.851 -8.178 -15.436  -0.20
C17 23.011 -8.442 -16.696  -0.19
C18 21.609 -8.819 -16.220  -0.20
S4 21.337 -7.917 -14.693  0.73
O8 21.096 -8.879 -13.639  -0.36
O9 20.437 -6.820 -14.885  -0.29
C19 23.010 -7.280 -14.550  -0.20
H47 24.771 -7.673 -15.726  0.12
H48 24.088 -9.107 -14.913  0.12
H49 23.418 -9.232 -17.321  0.12
H50 22.953 -7.523 -17.286  0.12
H51 21.569 -9.884 -15.995  0.09
H52 20.757 -8.558 -16.845  0.11
H53 23.285 -7.190 -13.503  0.10
H54 22.944 -6.290 -15.006  0.11

Properties
Charge ... 0
Multiplicity ... 1
Maximum force ... 0.048 hartree/bohr
Kohn-Sham gap ... 9.515 eV
Relative energy (zero: lowest compared OMol25 entry of this formula, charge and spin) ... 0.0 kJ/mol

***

Q: What is the multiplicity in the fourth record?
A: 1

***

Q: Among the records above, which one has the lowest Kohn-Sham gap?
A: CHO4PS

***

Q: Among the records above, which one has the highest Kohn-Sham gap?
A: C4H8S